No. 1
Below is a structure of composition C20H33CdCl2N2O4 at a distorted geometry, with properties calculated with ωB97M-V with the def2-TZVPD basis set.

Geometry (Å):
Cd (0.147244, -0.116873, 0.247873)
Cl (2.769432, -0.077301, -0.081919)
Cl (0.293105, -0.355348, 2.792573)
O (0.894359, 2.117255, -0.270340)
O (-1.412158, 1.314450, 1.134401)
O (-0.184338, 0.531057, -2.095354)
O (-1.053865, -1.882828, -0.492701)
N (-1.245201, 0.311165, -4.114860)
N (2.126365, 3.625906, 0.939964)
C (1.168313, -2.809035, -0.927858)
C (1.438502, -2.233500, -2.279779)
C (-0.163510, 0.958414, -4.834966)
C (3.095921, 3.922359, 1.987259)
C (-2.474148, 0.010347, -4.836520)
C (1.647840, 4.710639, 0.114506)
C (-1.131114, 0.113499, -2.784799)
C (-0.347338, -3.021733, -0.614288)
C (3.611658, -2.866522, -0.156986)
C (-0.943397, -5.704530, 2.718043)
C (-2.925914, 3.084122, 1.082780)
C (-1.221666, 2.790545, 3.011895)
C (1.744477, 2.398811, 0.595169)
C (-1.801151, 2.324484, 1.722396)
C (-0.383718, -5.294404, 0.406161)
C (-0.921526, -3.448087, 1.859157)
C (-1.121391, -4.333058, 2.918302)
C (-0.555019, -3.928569, 0.605729)
C (2.130497, -3.074406, -0.027178)
C (-0.577456, -6.191807, 1.454038)
H (-2.567090, 3.495421, 0.137919)
H (1.216119, 5.503510, 0.732597)
H (4.167282, -3.807330, -0.055609)
H (2.760385, 4.751137, 2.622312)
H (3.989391, -2.224171, 0.649771)
H (0.727031, 0.919310, -4.207352)
H (-3.178374, -0.433350, -4.124469)
H (-2.928552, 0.914855, -5.270411)
H (0.890435, 4.272157, -0.536348)
H (-3.380731, 3.870668, 1.670047)
H (-0.437679, -7.260930, 1.281254)
H (-1.400326, -3.922077, 3.889463)
H (-3.680099, 2.343955, 0.817954)
H (3.235820, 3.035931, 2.612977)
H (1.862044, -3.446944, 0.961097)
H (1.364233, -1.142565, -2.225094)
H (-2.288388, -0.702502, -5.653862)
H (-1.173459, 1.947653, 3.695395)
H (-1.784108, 3.596243, 3.462027)
H (3.891424, -2.409508, -1.108052)
H (2.466751, 5.105125, -0.497459)
H (-1.934630, -0.492486, -2.336367)
H (-0.720826, -3.527795, -1.530111)
H (4.077410, 4.204759, 1.583562)
H (0.006420, 0.433990, -5.780668)
H (2.437643, -2.456771, -2.661611)
H (-1.087873, -6.395997, 3.546217)
H (0.682367, -2.576746, -2.991285)
H (2.240136, 1.598004, 1.161698)
H (-0.090356, -5.610574, -0.596141)
H (-0.398190, 2.009592, -5.043888)
H (-1.036794, -2.378579, 2.030979)
H (-0.192949, 3.134831, 2.910706)

Atoms 1-2, force components in eV/Å:
Cd 0.604 -1.258 -0.231
Cl 0.355 -0.109 -0.347

Computed properties:
* LUMO: 2.49 eV
* strongest force on any atom: 0.0494 hartree/bohr
* HOMO level: -0.1614 hartree
* net charge: -1

=====

No. 2
Below is a cluster of 4 separate species, C20H33F9N7O9 in total at a distorted geometry, with properties calculated with ωB97M-V with the def2-TZVPD basis set.

Geometry (Å):
F (2.748666, 1.531202, 2.888763)
F (4.907877, -3.358174, 0.408557)
F (2.808167, -0.711952, 3.697322)
F (2.685228, -2.703961, 1.417180)
F (4.835306, -0.416607, 1.934463)
F (1.983684, -1.438992, -0.543512)
F (3.611786, 0.897618, 0.291550)
F (5.352175, -1.238218, -0.840283)
F (3.866139, -2.884897, -1.718140)
O (-4.468319, -0.648416, -4.242249)
O (5.386395, 3.897764, -1.288520)
O (8.247418, -6.786567, -1.532117)
O (-2.516351, 1.359541, 1.563559)
O (0.079440, 0.787665, -1.139606)
O (0.201245, 4.285763, 2.154947)
O (9.304225, -4.980281, -0.843846)
O (-4.630050, 1.468018, -3.652520)
O (3.839489, 5.023252, -0.196006)
N (-1.284155, -0.449063, 2.948199)
N (0.593884, 2.235474, 0.894051)
N (-4.867742, 0.511304, -4.398921)
N (8.286964, -5.607855, -1.160653)
N (0.291416, -2.314786, 3.240740)
N (4.831317, 4.287119, -0.254497)
N (1.039053, -0.102936, 1.997916)
C (5.413406, 3.825086, 1.034465)
C (0.163650, 1.121789, 1.815601)
C (-5.526448, -1.249283, 0.694062)
C (0.126312, -1.043177, 2.751144)
C (-3.782254, 0.618551, 1.701808)
C (-5.132455, -2.873340, 0.759054)
C (-3.984625, 0.264606, -1.027124)
C (2.444503, 0.102126, 2.515355)
C (1.625384, 2.771424, -1.557652)
C (-1.343285, 0.489113, 1.729720)
C (-4.069699, -0.457694, 0.473551)
C (0.689751, 1.819129, -0.553077)
C (-5.711808, 0.785349, -5.593148)
C (3.087688, -1.619117, 0.450532)
C (3.493534, -0.253243, 1.262242)
C (-6.536671, -1.098938, -0.601098)
C (4.353867, -2.268750, -0.427703)
C (-0.176919, 3.518139, 1.099639)
C (6.989771, -4.882572, -1.090077)
C (-1.387340, 4.094118, 0.143090)
H (6.352355, -5.415631, -0.381722)
H (-3.219233, -1.260718, 0.511663)
H (4.827542, 4.242051, 1.856299)
H (-4.404882, -3.084187, 1.661132)
H (-4.856539, 1.053041, -1.197300)
H (-3.994162, -0.592407, -1.837180)
H (-5.838589, -0.141575, -6.156394)
H (0.295650, -3.181316, 2.623222)
H (-1.297625, -0.270397, 0.814813)
H (6.444811, 4.180963, 1.076579)
H (1.833746, 2.261622, -2.590559)
H (-6.069439, -0.910797, 1.689441)
H (-6.675598, 1.155357, -5.237471)
H (-6.027790, -1.570104, -1.561875)
H (0.136053, 1.670472, 2.875437)
H (-1.326465, 5.282795, 0.226703)
H (-6.808082, 0.031327, -0.832335)
H (-4.662293, 1.420312, 1.628842)
H (-1.276162, 3.768255, -0.995979)
H (1.111608, 3.832747, -1.700735)
H (0.411663, -2.435312, 4.291620)
H (-6.106708, -3.548342, 0.775350)
H (-7.541173, -1.710494, -0.406011)
H (6.556964, -4.883319, -2.092564)
H (-3.924726, 0.112923, 2.769054)
H (-2.441437, 3.786945, 0.554880)
H (-2.948612, 0.857346, -1.018424)
H (2.615558, 2.984574, -0.938323)
H (-5.196108, 1.535596, -6.195973)
H (5.368825, 2.734111, 1.043794)
H (-1.845140, -1.256026, 2.539464)
H (-4.537719, -3.093903, -0.251866)
H (7.174087, -3.861242, -0.750344)

Atoms 1-2, force components in eV/Å:
F -1.523 -4.821 -1.185
F -1.385 4.036 -3.135

Computed properties:
* LUMO: -6.19 eV
* strongest force on any atom: 0.1732 hartree/bohr
* HOMO level: -0.4615 hartree
* net charge: +1

=====

No. 3
Below is the molecule C20H33N3O3, with properties calculated with ωB97M-V with the def2-TZVPD basis set.

Geometry (Å):
O (1.038438, 6.500687, 2.071039)
O (-1.985916, 3.520860, 0.189872)
O (0.396141, -4.548864, -2.992786)
N (0.076451, 4.216788, 0.706796)
N (-0.945159, -4.076285, -1.240444)
N (-1.381481, -0.020521, -0.955279)
C (0.466900, 1.182659, 0.208963)
C (1.343836, 4.181670, 1.400592)
C (-0.890100, 3.262593, 0.651579)
C (3.494791, -4.740192, 0.294251)
C (-1.767254, 0.994311, 1.317715)
C (-1.987003, -3.547439, -2.101585)
C (-0.204743, 6.536644, 1.401939)
C (-1.182933, -1.447655, -1.012239)
C (-0.855792, -2.178712, 0.310914)
C (-0.226598, 5.555172, 0.228925)
C (-0.235736, 0.837863, -1.111395)
C (1.317736, 5.207408, 2.545310)
C (2.452533, -4.260394, -0.670174)
C (0.232372, -4.474479, -1.787493)
C (1.284049, -4.876560, -0.808854)
C (-2.343425, 0.544995, -0.036554)
C (-1.091236, -3.692102, 0.141681)
C (-2.399801, -2.142504, -1.644824)
C (2.812100, -3.021968, -1.432911)
C (-0.519596, 1.873050, 1.162282)
H (-1.496441, 0.129805, 1.927441)
H (-0.393373, -4.257470, 0.759491)
H (4.393591, -5.032300, -0.247506)
H (-2.847080, -4.226905, -2.090778)
H (-1.014816, 6.284943, 2.103004)
H (0.830583, 0.267028, 0.681358)
H (0.530062, 5.845221, -0.508141)
H (3.814326, -3.116541, -1.847117)
H (-1.575514, -3.526779, -3.113561)
H (-3.212260, -2.200102, -0.919304)
H (-0.341389, -1.602818, -1.698342)
H (1.560017, 3.195187, 1.801916)
H (-2.540100, 1.554337, 1.846422)
H (3.143523, -5.594182, 0.867352)
H (0.557565, 4.903916, 3.283071)
H (0.472919, 0.369348, -1.798189)
H (3.770021, -3.941588, 0.982668)
H (-0.586934, 1.771089, -1.567932)
H (2.135702, 4.460228, 0.694084)
H (2.807735, -2.154911, -0.770382)
H (1.324911, 1.823044, -0.000722)
H (2.114467, -2.849443, -2.246528)
H (1.059526, -5.767881, -0.236978)
H (-2.109155, -3.952829, 0.447770)
H (-0.333306, 7.561695, 1.052695)
H (0.183335, -1.993106, 0.586786)
H (-2.772438, 1.427852, -0.520319)
H (-1.497300, -1.811411, 1.110428)
H (-0.062372, 1.983864, 2.153040)
H (2.292700, 5.262886, 3.032540)
H (-2.749673, -1.558956, -2.494855)
H (-3.145758, -0.173988, 0.130807)
H (-1.211645, 5.533739, -0.237540)

Atoms 1-2, force components in eV/Å:
O 0.108 0.114 0.019
O -0.409 -0.074 -0.100

Computed properties:
* LUMO: 0.56 eV
* strongest force on any atom: 0.0085 hartree/bohr
* HOMO level: -0.2909 hartree
* net charge: 0
* ΔE to the lowest compared entry with this formula, charge and spin: 60.3 kcal per mole